The following is a DFT calculation (ωB97M-V/def2-TZVPD) of C12H13N3OS in the gas phase.

Each line ends with the natural charge from an NBO analysis.
Positions of all 30 atoms, in Å:
C -0.4781 3.6083 1.9554  -0.4048
N 0.7028 2.9993 1.3968  -0.4320
C 1.8863 3.1085 2.2203  -0.4177
C 0.7680 2.2760 0.2582  0.6667
O 1.8036 1.7803 -0.1417  -0.6186
C -0.5150 2.1084 -0.5429  -0.6279
S -1.7961 1.1934 0.3747  0.2558
C -1.3996 -0.4585 -0.0587  0.0287
C -2.0974 -1.5185 0.5780  0.0090
N -1.8446 -2.7592 0.2968  -0.3438
C -0.8861 -3.0183 -0.6261  0.0615
C -0.5682 -4.3468 -0.9578  -0.1753
C 0.4001 -4.5986 -1.8923  -0.2140
C 1.0823 -3.5457 -2.5233  -0.1936
C 0.7957 -2.2416 -2.2234  -0.2188
C -0.1956 -1.9537 -1.2681  0.2039
N -0.4848 -0.6716 -0.9629  -0.4417
H -1.2420 3.7741 1.2019  0.2058
H -0.9036 2.9823 2.7456  0.2004
H -0.2039 4.5726 2.3876  0.2027
H 2.6937 2.5676 1.7314  0.2510
H 2.1701 4.1565 2.3375  0.1916
H 1.7015 2.6765 3.2063  0.1913
H -0.9491 3.0643 -0.8330  0.2394
H -0.2827 1.5066 -1.4222  0.2910
H -2.8612 -1.3113 1.3150  0.2002
H -1.1026 -5.1403 -0.4593  0.2253
H 0.6495 -5.6170 -2.1512  0.2164
H 1.8441 -3.7758 -3.2536  0.2168
H 1.3128 -1.4177 -2.6893  0.2303

As for the orbital gap: 8.3 eV. The SMILES is CN(C)C(=O)CSc1cnc2ccccc2n1. Its energy relative to the best compared isomer or geometry (same formula, charge and spin) is 0.0000 eV. The calculation puts the highest occupied orbital energy at -8.44 eV. The net charge is 0.

---

The following is a DFT calculation (ωB97M-V/def2-TZVPD) of a molecular structure, C25H38Cl2EuN2O3P in a non-equilibrium geometry.

Each line ends with the Löwdin spin population.
Positions of all 72 atoms, in Å:
O 1.3789 -0.4617 -4.0897  -0.0016
C 2.3323 -0.1191 -3.4375  -0.0015
C 3.3805 -0.9988 -2.8707  -0.0005
C 3.2262 -1.9867 -1.8994  -0.0001
H 2.4006 -1.8829 -1.2073  0.0002
C 4.1347 -3.0354 -1.8803  0.0000
H 3.9817 -3.7994 -1.1121  0.0000
C 5.1776 -3.0630 -2.7926  -0.0001
H 5.9000 -3.8494 -2.7410  0.0000
C 5.3483 -2.0259 -3.7285  0.0000
H 6.1906 -2.0133 -4.3949  0.0000
C 4.4315 -1.0050 -3.7618  -0.0001
H 4.4501 -0.2063 -4.4985  0.0000
H 2.5707 1.0360 -3.3909  -0.0005
C 1.7024 2.4709 -1.5707  -0.0018
C 1.9965 1.1041 -1.0751  -0.0282
H 2.6734 2.8851 -1.9664  0.0000
H 1.2680 3.0825 -0.7175  -0.0005
H 0.9705 2.5017 -2.3712  -0.0004
C 3.0426 0.8058 -0.2986  -0.0092
C 3.9996 1.7725 0.3893  -0.0007
H 3.3760 -0.2218 -0.1378  0.0001
H 5.0314 1.8181 0.0037  -0.0001
H 4.0661 1.3831 1.4045  -0.0001
H 3.6209 2.8049 0.4733  0.0000
Eu 0.6164 0.5604 0.6941  6.0829
Cl 1.3994 -1.9471 1.3966  -0.0149
Cl 1.4802 2.5485 2.4523  -0.0140
H -0.4206 -4.4443 -3.1612  0.0000
H -1.4373 -4.6951 -0.8542  0.0000
C 0.1899 -3.6806 -2.6857  -0.0001
C -1.0153 -3.7520 -0.5068  -0.0001
N -0.5662 -2.9804 -1.6557  -0.0004
H 0.5445 -2.9678 -3.4290  0.0000
C -0.8236 -1.6699 -1.7407  0.0000
O -1.1231 -0.9017 -0.7930  -0.0017
H -1.7534 -3.1438 0.0222  0.0000
H -0.7141 -1.2787 -2.7853  0.0000
H 1.0550 -4.1972 -2.2858  0.0000
H -0.1875 -3.9608 0.1738  -0.0001
H -3.8323 4.0026 -1.5012  0.0000
H -4.0135 2.4231 -3.7059  0.0000
C -2.7515 3.9822 -1.7244  0.0000
C -2.9226 2.4795 -3.7205  0.0000
N -2.3739 2.7318 -2.3869  0.0003
H -2.1652 4.0664 -0.8067  0.0000
C -1.5865 1.8194 -1.7604  0.0002
O -1.1797 1.8833 -0.5837  -0.0043
H -2.5383 1.5474 -4.1183  0.0000
H -1.3246 0.9994 -2.4440  0.0001
H -2.5494 4.8295 -2.3998  0.0000
H -2.6822 3.2903 -4.4109  0.0000
C -1.5234 2.3266 3.9115  -0.0001
P -1.4657 0.5939 3.2869  -0.0023
C -0.1136 -0.1148 4.3246  0.0003
C -2.9388 -0.0096 4.1678  -0.0004
C -4.1320 0.6859 3.9624  -0.0002
C -5.2541 0.3697 4.7533  0.0000
C -5.1805 -0.6672 5.6678  -0.0002
C -4.0113 -1.4271 5.8161  0.0000
C -2.8878 -1.1201 5.0470  -0.0002
H -0.7338 2.9325 3.4495  0.0000
H -1.3844 2.3238 5.0001  -0.0001
H -2.4964 2.7617 3.6626  0.0000
H -0.3548 0.0329 5.3863  0.0000
H -0.0034 -1.1743 4.0593  0.0001
H 0.8570 0.3436 4.0854  0.0002
H -4.1940 1.4918 3.2330  0.0000
H -6.1709 0.9667 4.6260  0.0000
H -6.0509 -0.9011 6.2887  0.0000
H -3.9580 -2.2450 6.5171  0.0000
H -1.9788 -1.7101 5.1476  0.0000

As for the orbital gap (spin up / spin down): 6.5 / 7.9 eV. As for the spin multiplicity: 7. Its energy relative to the best compared isomer or geometry (same formula, charge and spin) is 0.0000 eV. The calculation puts the highest occupied orbital energy (spin up / spin down) at -7.44 / -7.52 eV. The net charge is 0. As for the expectation value of S²: 12.0201.

---

The following is a DFT calculation (ωB97M-V/def2-TZVPD) of a gas-phase ion, C4H12N2 (charge +1) in a non-equilibrium geometry.

Each line ends with the Löwdin spin population.
Positions of all 18 atoms, in Å:
N 1.0792 -0.6410 -1.3139  0.4252
C -0.0084 -1.0107 -0.4575  0.0839
C -1.2821 -1.4943 -1.2734  0.0464
C -0.3267 -0.0769 0.6982  0.0326
N 0.7757 0.6862 1.1973  0.2734
C 0.6940 2.1321 1.3376  0.0315
H 1.1492 -1.1165 -2.2071  0.0099
H 1.1813 0.3563 -1.4461  0.0075
H 0.2722 -2.0057 -0.0601  0.0381
H -0.8701 -2.1950 -2.0054  0.0022
H -1.6437 -0.6599 -1.8718  0.0030
H -1.8560 -2.0676 -0.5483  0.0031
H -0.8550 -0.6345 1.4629  0.0032
H -1.0649 0.6488 0.3219  0.0132
H 0.9878 0.4274 2.1592  0.0037
H 0.3347 2.6292 0.4191  0.0030
H -0.1625 2.3415 2.0068  0.0178
H 1.5954 2.6808 1.5805  0.0022

As for the orbital gap (spin up / spin down): 11.9 / 5.2 eV. As for the spin multiplicity: 2. Its energy relative to the best compared isomer or geometry (same formula, charge and spin) is 1.1020 eV. The calculation puts the highest occupied orbital energy (spin up / spin down) at -14.80 / -13.34 eV. The net charge is +1. As for the expectation value of S²: 0.7568.

---

The following is a DFT calculation (ωB97M-V/def2-TZVPD) of ClFH2NO3PS2 in the gas phase in a non-equilibrium geometry.

Each line ends with the natural charge from an NBO analysis.
Positions of all 11 atoms, in Å:
O 1.1741 1.3989 0.9768  -0.8938
S 1.0915 0.7532 -0.2848  2.5421
O 2.2756 0.4888 -1.0248  -0.8839
F 0.1244 1.5763 -1.1617  -0.4577
N 0.2025 -0.6438 -0.1632  -1.2036
S 1.0118 -2.1279 -0.1519  0.2735
P -1.4873 -0.6572 0.2550  1.3009
O -1.6592 0.8925 0.6700  -0.9790
Cl -2.2808 -0.5644 -1.6502  -0.3195
H 1.6673 -2.0453 1.0239  0.1073
H -2.1199 0.9291 1.5110  0.5137

As for the orbital gap: 10.6 eV. The SMILES is O=S(=O)(F)N(S)P(O)Cl. The calculation puts the highest occupied orbital energy at -10.30 eV. The net charge is 0.

---

The following is a DFT calculation (ωB97M-V/def2-TZVPD) of 3 unconnected molecules or ions with the total composition C14H33F3NO4PS.

Each line ends with the natural charge from an NBO analysis.
Positions of all 57 atoms, in Å:
C 4.5134 -2.9632 4.6324  -0.6056
C 3.0636 -2.8626 4.1271  -0.4108
C 2.4791 -4.2107 3.6817  -0.4161
C 1.5170 -4.1712 2.4901  -0.7135
P -0.1784 -3.4629 2.5440  0.6135
C 0.0271 -1.6835 3.0283  -0.5340
N 0.2066 -1.3858 4.4540  -0.8523
S -0.9787 -4.4350 4.3339  1.7861
O -1.7185 -5.5539 3.7942  -0.9137
O -0.0521 -4.6145 5.4240  -0.9087
C -2.3457 -3.3140 5.0013  0.7499
F -2.7356 -2.4272 4.0648  -0.3301
F -1.9768 -2.6490 6.0801  -0.2977
F -3.3760 -4.0869 5.3020  -0.2972
H 4.7417 -3.9820 4.9506  0.2067
H 5.2305 -2.6711 3.8639  0.2057
H 4.6817 -2.3080 5.4909  0.2096
H 3.0120 -2.1417 3.3060  0.1838
H 2.4486 -2.4869 4.9473  0.2136
H 3.3122 -4.8613 3.3874  0.2020
H 2.0014 -4.6904 4.5328  0.2430
H 1.3829 -5.1808 2.0885  0.2489
H 1.9626 -3.5814 1.6761  0.2341
H -0.8586 -1.1803 2.6424  0.2202
H 0.8764 -1.3425 2.4278  0.2215
H -0.5191 -0.7501 4.7623  0.3689
H 1.0799 -0.9003 4.6107  0.3711
C 0.2578 2.5035 -2.2643  -0.6483
C 1.0802 1.3729 -1.6732  -0.0650
O 0.8114 1.1076 -0.3064  -0.5379
C -0.5186 0.7382 0.0030  -0.0623
C -0.9904 -0.5304 -0.6902  -0.6476
H 0.4006 3.4220 -1.6941  0.2143
H 0.5558 2.6896 -3.2962  0.2275
H -0.8092 2.2730 -2.2683  0.1980
H 2.1382 1.6332 -1.6990  0.1881
H 0.9628 0.4622 -2.2720  0.1574
H -1.2086 1.5666 -0.1942  0.1622
H -0.5151 0.5858 1.0829  0.1779
H -1.0227 -0.4196 -1.7743  0.2078
H -1.9940 -0.7931 -0.3536  0.2186
H -0.3195 -1.3594 -0.4570  0.2078
C -1.4184 6.0678 -7.0472  -0.6449
C -0.6064 4.9410 -6.4320  -0.0638
O -0.9139 4.6746 -5.0754  -0.5365
C -2.2496 4.2918 -4.8049  -0.0638
C -2.6892 3.0222 -5.5148  -0.6453
H -1.3002 6.9843 -6.4684  0.2131
H -1.0773 6.2542 -8.0658  0.2164
H -2.4820 5.8308 -7.0948  0.2032
H 0.4497 5.2110 -6.4248  0.1878
H -0.6981 4.0311 -7.0362  0.1583
H -2.9397 5.1137 -5.0269  0.1606
H -2.2820 4.1337 -3.7266  0.1863
H -2.6915 3.1351 -6.5994  0.2043
H -3.7024 2.7596 -5.2090  0.2163
H -2.0251 2.1944 -5.2616  0.2106

As for the orbital gap: 9.8 eV. The SMILES is CCCCP(CN)S(=O)(=O)C(F)(F)F.CCOCC.CCOCC. The calculation puts the highest occupied orbital energy at -9.24 eV. The net charge is 0.

---

The following is a DFT calculation (ωB97M-V/def2-TZVPD) of C12Br8O2 in the gas phase in a non-equilibrium geometry.

Each line ends with the natural charge from an NBO analysis.
Positions of all 22 atoms, in Å:
Br -2.8413 -2.6853 -3.9059  0.1350
C -2.2216 -1.7805 -2.3465  -0.1254
C -3.1290 -1.5096 -1.2570  -0.1207
Br -4.9634 -2.1294 -1.2880  0.1157
C -2.6644 -0.8149 -0.1491  -0.1649
Br -3.8207 -0.4016 1.2917  0.1307
C -1.3456 -0.3621 -0.0782  0.2878
C -0.4530 -0.6282 -1.1372  0.2074
C -0.9035 -1.2975 -2.2423  -0.1229
Br 0.3587 -1.6316 -3.6507  0.1140
O 0.8418 -0.1626 -1.0826  -0.4423
C 1.2874 0.4525 0.0594  0.2114
C 2.6421 0.7722 0.1503  -0.1062
Br 3.7330 0.4406 -1.4259  0.1091
C 3.1312 1.4115 1.2651  -0.1270
Br 4.9945 1.9322 1.3503  0.1105
C 2.2644 1.7289 2.3279  -0.1466
Br 2.9560 2.5922 3.8639  0.1329
C 0.8989 1.3447 2.2831  -0.1456
Br -0.2633 1.7598 3.7626  0.1196
C 0.4025 0.6776 1.1486  0.2927
O -0.9047 0.2912 1.0605  -0.4650

As for the orbital gap: 8.3 eV. The SMILES is Brc1c(Br)c(Br)c2c(c1Br)Oc1c(Br)c(Br)c(Br)c(Br)c1O2. The calculation puts the highest occupied orbital energy at -8.74 eV. The net charge is 0.